w) Density functional theory data (ωB97M-V/def2-TZVPD) for 2 unconnected molecules or ions with the total composition H4N2O2P.

Element x y z (Å)
N -1.331 1.146 0.499
N -0.666 0.886 -0.796
O 2.380 -1.182 -0.046
O -2.539 -0.981 -0.194
P -1.141 -0.601 0.159
H 1.717 -1.586 0.570
H -0.583 1.581 1.063
H 0.254 1.166 -0.911
H 1.909 -0.430 -0.344

## Properties
Kohn-Sham gap, eV: 7.8
Net charge: -1

***

x) Density functional theory data (ωB97M-V/def2-TZVPD) for 2 unconnected molecules or ions with the total composition H4N2O2P.

Element x y z (Å)
N -0.407 -0.247 -1.394
N -0.939 0.003 1.208
O 0.151 1.973 -0.105
O 2.728 -0.467 0.025
P 0.261 0.514 0.031
H 0.346 0.081 -2.026
H -0.396 -1.295 -1.308
H -0.824 0.462 2.113
H -0.921 -1.022 1.457

## Properties
Kohn-Sham gap (spin up / spin down), eV: 7.3 / 7.3
Net charge: -1

***

Which is the most stable structure? w) is the most stable.